i:
The following is a DFT calculation (ωB97M-V/def2-TZVPD) of one molecule with the formula C4H11N3.

The calculation puts the HOMO-LUMO gap at 9.33 eV. The SMILES is [H]/N=C(/N)NCCC.

```
18
Properties=species:S:1:pos:R:3:mulliken_charge:R:1
H -1.40757 -2.85794 0.88404 0.257
N -1.79495 -2.62566 -0.04197 -0.785
C -1.05022 -1.67611 -0.54389 0.587
N -0.34499 -1.57323 -1.79668 -0.425
N -0.70590 -0.53548 0.42197 -0.367
C -0.30344 0.63790 -0.37121 -0.586
C 0.33228 1.82754 0.43794 -0.309
C 1.49591 1.20223 1.25030 -1.239
H 0.57836 -1.15019 -1.77036 0.246
H -0.69013 -2.32551 -2.39680 0.287
H -1.60909 -0.27243 0.75195 0.288
H 0.55433 0.37840 -1.00140 0.203
H -1.10809 1.08294 -1.12537 0.265
H -0.34155 2.21352 1.19146 0.336
H 0.78192 2.60834 -0.27310 0.237
H 1.92721 1.79851 2.00065 0.409
H 1.37408 0.32276 1.86537 0.350
H 2.31184 0.94440 0.51711 0.245
```

ii:
The following is a DFT calculation (ωB97M-V/def2-TZVPD) of one molecule with the formula C4H11N3.

The calculation puts the HOMO-LUMO gap at 9.84 eV. The SMILES is [H]/N=C/NCCCN.

```
18
Properties=species:S:1:pos:R:3:mulliken_charge:R:1
H 1.31080 2.30419 -2.74357 0.264
N 1.38501 1.49310 -2.20180 -0.671
C 0.23228 1.05088 -1.85109 -0.012
N -0.15639 -0.20436 -1.41761 -0.150
C 0.64091 -0.81364 -0.37952 -0.810
C -0.14487 -1.30394 0.80546 -0.378
C -0.99481 -0.21700 1.55552 -0.809
N -0.30967 0.79397 2.16939 -0.519
H -0.63923 1.67093 -2.24345 0.330
H -0.85905 -0.63078 -2.01859 0.237
H 1.38039 -0.04366 -0.12760 0.399
H 1.30136 -1.58195 -0.91241 0.333
H -0.81502 -2.17080 0.61902 0.310
H 0.64551 -1.68528 1.52113 0.251
H -1.68323 0.29427 0.74977 0.268
H -1.89536 -0.56590 2.05938 0.371
H 0.28999 1.30890 1.45148 0.301
H 0.31140 0.30108 2.96449 0.283
```

iii:
The following is a DFT calculation (ωB97M-V/def2-TZVPD) of one molecule with the formula C4H11N3.

The calculation puts the HOMO-LUMO gap at 9.69 eV. The SMILES is [H]/N=C(\N)NCCC.

```
18
Properties=species:S:1:pos:R:3:mulliken_charge:R:1
H -3.46570 1.50322 -0.15560 0.259
N -2.47327 1.57335 -0.35222 -0.675
C -1.85015 0.50519 -0.05915 0.392
N -2.47525 -0.50495 0.74770 -0.642
N -0.45271 0.40009 -0.29815 -0.208
C 0.28292 -0.76927 0.27056 -0.817
C 1.69818 -0.71010 -0.34084 -0.640
C 2.34414 0.67641 -0.35311 -0.993
H -1.73846 -1.09997 1.10311 0.320
H -2.85179 -0.08107 1.59188 0.254
H -0.32469 0.41584 -1.30389 0.262
H 0.16011 -0.73858 1.34595 0.423
H -0.25897 -1.66063 -0.12009 0.473
H 1.63197 -1.32141 -1.24715 0.340
H 2.29408 -1.34138 0.32542 0.334
H 2.11889 1.24789 -1.28616 0.267
H 1.90874 1.26841 0.45447 0.306
H 3.45196 0.63695 -0.32273 0.344
```

iv:
The following is a DFT calculation (ωB97M-V/def2-TZVPD) of one molecule with the formula C4H11N3.

The calculation puts the HOMO-LUMO gap at 9.74 eV. The SMILES is [H]/N=C/NCCCN.

```
18
Properties=species:S:1:pos:R:3:mulliken_charge:R:1
H -3.30775 0.08794 1.69308 0.220
N -2.44863 -0.29047 1.30576 -0.634
C -2.31130 0.14747 0.10399 -0.072
N -1.18911 -0.17178 -0.61048 -0.164
C -0.21306 -1.07497 -0.01437 -0.743
C 1.18414 -0.87855 -0.64782 -0.637
C 1.63852 0.54996 -0.46602 -0.394
N 1.73529 1.01596 0.94744 -0.605
H -3.16985 0.64362 -0.33963 0.375
H -1.07535 0.32707 -1.47101 0.239
H 0.03390 -0.79101 1.01859 0.411
H -0.64134 -2.07321 -0.13007 0.366
H 1.00604 -1.03019 -1.70903 0.283
H 1.85644 -1.60907 -0.20644 0.330
H 0.99697 1.25222 -0.97994 0.207
H 2.67327 0.75180 -0.80181 0.379
H 0.85459 1.35371 1.31425 0.206
H 2.37723 1.78950 0.99353 0.233
```

Structures ranked by computed energy, the most stable listed first: iii, iv, ii, i.

i:
The following is a DFT calculation (ωB97M-V/def2-TZVPD) of a 2-piece molecular cluster, C3H7N overall.

The calculation puts the HOMO-LUMO gap at 10.23 eV. The SMILES is C#CC.N.

```
11
Properties=species:S:1:pos:R:3:mulliken_charge:R:1
C 0.45939 1.52391 -0.20025 -0.194
C -0.13811 0.88620 0.63619 0.091
C -0.96810 0.30640 1.62862 -1.276
H 0.92349 2.21127 -0.82017 0.416
H -0.57154 -0.58706 2.03696 0.324
H -2.02310 0.29584 1.46855 0.306
H -0.87545 0.86343 2.52412 0.339
N 0.84666 -1.47839 -1.96905 -0.641
H -0.06600 -1.17658 -1.76300 0.207
H 1.28564 -0.73321 -2.27313 0.215
H 1.12711 -2.11181 -1.26884 0.211
```

ii:
The following is a DFT calculation (ωB97M-V/def2-TZVPD) of one molecule with the formula C3H7N.

The calculation puts the HOMO-LUMO gap at 10.51 eV. The SMILES is CN1CC1.

```
11
Properties=species:S:1:pos:R:3:mulliken_charge:R:1
C -1.49743 0.03109 0.12898 -0.669
N -0.20545 -0.09851 -0.57680 -0.391
C 0.90154 0.66375 0.06899 -0.413
C 0.92564 -0.66672 0.12860 -0.235
H -2.22664 -0.77624 -0.27258 0.218
H -1.30158 0.09612 1.26758 0.273
H -1.81921 0.99442 -0.14275 0.296
H 0.80736 1.21274 1.00192 0.212
H 1.62155 1.25667 -0.48509 0.239
H 0.63400 -1.24829 1.11134 0.191
H 1.74414 -1.01457 -0.40233 0.279
```

iii:
The following is a DFT calculation (ωB97M-V/def2-TZVPD) of a 2-piece molecular cluster, C3H7N overall.

The calculation puts the HOMO-LUMO gap at 11.17 eV. The SMILES is C=C.C=N.

```
11
Properties=species:S:1:pos:R:3:mulliken_charge:R:1
C 1.92902 0.33435 -3.02277 -0.433
C 0.79660 1.00854 -3.02876 -0.450
H 2.02721 -0.72017 -2.80773 0.219
H 2.87206 0.80543 -3.27869 0.210
H -0.08836 0.51992 -2.62103 0.211
H 0.73595 2.08569 -3.09121 0.244
C -1.73681 -0.96721 3.92440 -0.234
N -1.56844 0.02029 3.15678 -0.467
H -2.18425 -0.83363 4.90967 0.248
H -1.42269 -1.97704 3.65827 0.206
H -1.36029 -0.27616 2.20106 0.247
```

iv:
The following is a DFT calculation (ωB97M-V/def2-TZVPD) of a 2-piece molecular cluster, C3H7N overall.

The calculation puts the HOMO-LUMO gap at 10.86 eV. The SMILES is C=C.C=N.

```
11
Properties=species:S:1:pos:R:3:mulliken_charge:R:1
C -2.38805 0.03198 0.29583 -0.445
C -1.95212 -1.12846 -0.20660 -0.434
H -1.96075 0.92494 -0.14303 0.234
H -3.16700 0.04202 1.04501 0.241
H -0.96900 -1.16123 -0.66468 0.172
H -2.51709 -2.05233 -0.19382 0.232
C 2.84923 0.40777 -0.17749 -0.225
N 2.41171 1.32568 0.56601 -0.485
H 3.92431 0.22197 -0.11358 0.230
H 2.36822 -0.03809 -1.05603 0.218
H 1.40053 1.42574 0.64838 0.263
```

Structures ranked by computed energy, the most stable listed first: iii, iv, i, ii.

i:
The following is a DFT calculation (ωB97M-V/def2-TZVPD) of a 2-piece molecular cluster, C3H7N overall.

The calculation puts the HOMO-LUMO gap (alpha / beta) at 8.60 / 8.60 eV.

```
11
Properties=species:S:1:pos:R:3:mulliken_charge:R:1
C -0.49250 0.27907 1.34272 -0.455
N -0.32683 0.08608 0.07577 0.112
C -0.02759 0.44023 -1.17346 -0.460
C -0.54408 -0.93285 -0.93833 -0.328
H 2.42859 0.69273 0.77696 0.083
H -0.72734 -0.56802 1.97489 0.237
H -0.38623 1.28119 1.74110 0.278
H -0.44633 1.29179 -1.69425 0.212
H 2.21185 0.71376 0.06091 -0.128
H -1.59805 -1.21497 -1.04346 0.253
H 0.15342 -1.77309 -0.94706 0.196
```

ii:
The following is a DFT calculation (ωB97M-V/def2-TZVPD) of one molecule with the formula C3H7N.

The calculation puts the HOMO-LUMO gap at 9.28 eV. The SMILES is NC1CC1.

```
11
Properties=species:S:1:pos:R:3:mulliken_charge:R:1
N 1.29204 -0.95915 -0.04610 -0.449
C 0.36090 -0.10260 0.39663 -0.010
C -1.15679 -0.16300 -0.09321 -0.723
C -0.19713 1.17258 -0.19867 -0.504
H 1.62999 -1.76110 0.48331 0.178
H 1.40447 -1.03706 -1.01424 0.173
H 0.39268 -0.09621 1.45163 0.316
H -1.31371 -0.64383 -0.99051 0.342
H -1.91799 -0.00049 0.66781 0.225
H -0.47511 2.00145 0.57158 0.194
H -0.01934 1.58939 -1.22822 0.259
```

Structures ranked by computed energy, the most stable listed first: ii, i.